(P)
{"formula": "CH2F3NOS", "method": "ωB97M-V with the def2-TZVPD basis set", "homo_lumo_gap_ha": [0.309, 0.308], "lumo_energy_ev": [-1.91, -1.92], "elements": ["C", "N", "O", "F", "F", "F", "S", "H", "H"], "coordinates": [[-1.12131, -0.07316, -0.68846], [1.49558, 0.20184, 1.37866], [1.85762, -1.41967, -0.56725], [-1.70236, 0.36269, 0.43946], [-1.43646, -1.34309, -0.80847], [2.01850, 1.14827, -1.09075], [1.29706, -0.21163, -0.07823], [-1.37279, 0.43826, -1.71872], [1.20323, 1.01302, 1.67764]], "mulliken_charge": [0.258, -0.545, -0.470, -0.156, -0.156, -0.408, 0.933, 0.262, 0.282]}

---

(Q)
{"formula": "CH2F3NOS", "method": "ωB97M-V with the def2-TZVPD basis set", "homo_lumo_gap_ha": [0.320, 0.320], "lumo_energy_ev": [-1.87, -1.87], "elements": ["C", "N", "O", "F", "F", "F", "S", "H", "H"], "coordinates": [[1.77510, 0.73768, 0.32355], [-0.61370, -0.42406, -0.29083], [1.68214, -1.87087, -0.40403], [1.64051, 0.85163, -1.03641], [3.11004, 0.93664, 0.53610], [-2.01746, 0.31082, 0.02898], [1.12574, -1.02248, 0.71278], [1.40154, 1.65088, 0.83006], [-1.04587, -1.34683, -0.39183]], "mulliken_charge": [0.300, -0.201, -0.439, -0.182, -0.231, -0.305, 0.513, 0.247, 0.298]}

---

Which of them is the most stable? Correct choice: (P).

---

(P)
{"formula": "C5H40N2O14", "method": "ωB97M-V with the def2-TZVPD basis set", "homo_lumo_gap_ha": 0.335, "lumo_energy_ev": -0.23, "elements": ["C", "C", "C", "C", "O", "N", "C", "N", "H", "H", "H", "H", "H", "H", "H", "H", "H", "H", "H", "H", "H", "H", "H", "H", "O", "H", "H", "O", "H", "H", "O", "H", "H", "O", "H", "H", "O", "H", "H", "O", "H", "H", "O", "H", "H", "O", "H", "H", "O", "H", "H", "O", "H", "H", "O", "H", "H", "O", "H", "H", "O"], "coordinates": [[1.20661, 0.26860, -0.08880], [0.26899, -0.87130, -0.45053], [-0.74662, -0.43650, -1.60787], [-0.34668, 0.66538, -2.53256], [-1.98598, -0.03607, -0.96699], [1.06086, -1.98543, -0.98689], [1.20805, -3.08771, -0.00367], [0.03850, -3.90083, 0.01328], [1.48266, 0.71920, -1.03743], [2.05841, -0.03370, 0.51962], [0.96866, 1.17743, 0.48661], [-0.40551, -1.10734, 0.37507], [-0.95087, -1.36681, -2.13434], [0.68309, 0.50433, -2.85909], [-0.99035, 0.78237, -3.40213], [-0.22280, 1.65633, -2.09499], [-1.95985, 0.92766, -0.84965], [1.98826, -1.61970, -1.17877], [2.10015, -3.67567, -0.22082], [1.38602, -2.77216, 1.03156], [-0.18537, -4.69273, -0.55182], [-0.73921, -3.63971, 0.59061], [4.55015, 0.88535, 0.20037], [4.72351, 0.57662, -1.38757], [4.27706, 0.36794, -0.55924], [-4.13194, -0.08582, -0.17056], [-4.20130, -1.37628, 0.30271], [-4.62127, -0.51385, 0.55028], [-3.64057, 0.95643, 2.08187], [-2.26187, 0.73658, 1.50838], [-2.70660, 0.96448, 2.33951], [2.48251, 1.88266, 1.74222], [2.98627, 3.29409, 1.81995], [3.01440, 2.51736, 1.24398], [-1.67277, -2.40215, -3.31702], [-0.55973, -3.07334, -2.54679], [-0.95609, -3.03720, -3.43301], [-2.26755, -2.64594, 0.28119], [-2.65770, -2.08300, -1.09410], [-3.02042, -2.46403, -0.29220], [-1.92898, -1.59569, 3.00949], [-2.96264, -1.24768, 1.92290], [-2.62049, -1.96746, 2.47305], [1.30253, 0.34208, 2.41842], [1.65620, 0.37792, 3.90680], [1.72434, -0.15930, 3.11818], [3.15971, -0.86227, -3.03171], [2.63984, 0.51167, -2.67229], [3.28336, 0.07331, -3.23052], [-0.64955, 3.94167, 2.07315], [-0.62941, 2.40882, 2.55326], [-0.45621, 3.03628, 1.81296], [2.60751, 3.14391, -2.74793], [2.59435, 3.66533, -1.17816], [2.11900, 3.42470, -1.98159], [-1.51904, 0.96464, 3.50176], [-0.41827, 1.16333, 4.66516], [-0.57083, 1.10247, 3.72173], [-1.46278, 3.15647, 0.23058], [-1.26402, 3.52438, -1.22959], [-1.85771, 3.01992, -0.65605]], "mulliken_charge": [-0.263, 1.701, 1.967, -1.349, -0.205, -0.071, -0.715, -0.279, -1.043, 0.861, -0.234, 0.013, -2.666, 0.455, 0.427, 0.196, 0.307, 0.192, 0.411, 0.320, 0.181, 0.159, 0.264, 0.309, -0.547, 0.357, 0.448, -0.777, 0.303, 0.271, -0.708, 0.303, 0.278, -0.550, 0.333, 0.347, -0.679, 0.211, 0.444, -0.743, 0.299, 0.386, -0.665, 0.235, 0.253, -0.583, 0.399, 0.145, -0.711, 0.278, 0.414, -0.676, 0.287, 0.290, -0.601, 0.347, 0.229, -0.583, 0.389, 0.300, -0.662]}

---

(Q)
{"formula": "C5H40N2O14", "method": "ωB97M-V with the def2-TZVPD basis set", "homo_lumo_gap_ha": 0.329, "lumo_energy_ev": 0.10, "elements": ["C", "N", "C", "C", "O", "C", "N", "C", "H", "H", "H", "H", "H", "H", "H", "H", "H", "H", "H", "H", "H", "H", "H", "H", "O", "H", "H", "O", "H", "H", "O", "H", "H", "O", "H", "H", "O", "H", "H", "O", "H", "H", "O", "H", "H", "O", "H", "H", "O", "H", "H", "O", "H", "H", "O", "H", "H", "O", "H", "H", "O"], "coordinates": [[-0.74808, 1.15317, -0.02734], [-0.16633, -0.21105, -0.02688], [-1.07214, -1.36472, -0.44021], [-1.70413, -1.21061, -1.81856], [-3.09613, -1.38749, -1.69404], [-0.29618, -2.69574, -0.08484], [-0.90300, -3.48959, 1.04085], [0.08806, 2.37669, -0.28541], [-1.23005, 1.30941, 1.02465], [-1.59092, 1.17501, -0.74470], [0.75806, -0.22070, -0.59280], [-1.94314, -1.22272, 0.29961], [-1.14309, -2.01667, -2.51807], [-1.51767, -0.21936, -2.38819], [-3.30996, -2.25838, -1.31659], [0.78248, -2.49674, 0.19676], [-0.26046, -3.41381, -0.97785], [-0.28097, -3.73338, 1.72724], [-1.66965, -2.97967, 1.55475], [0.97321, 2.49113, 0.34835], [-0.57100, 3.21803, -0.20643], [0.53872, 2.44881, -1.26905], [2.79374, -0.45611, 1.32526], [1.42195, -0.99851, 0.78484], [2.43634, -1.19190, 0.66072], [3.08819, 2.25707, 0.34883], [4.24090, 3.04250, -0.31282], [3.35493, 2.57304, -0.57498], [-3.73909, 1.86732, -0.22369], [-3.83821, 0.46769, -0.67948], [-3.83719, 0.95660, 0.10434], [2.49369, -2.74468, 2.20300], [1.45357, -1.78352, 2.96007], [1.84447, -2.63218, 2.85707], [-1.35108, 1.63757, -4.07442], [-0.42292, 1.40622, -3.14599], [-1.11851, 1.96971, -3.30910], [2.44165, -1.93486, -1.76620], [2.89599, -2.64044, -2.97068], [2.06280, -2.28951, -2.57479], [3.63832, -0.08213, -0.51711], [3.85273, 1.06512, -1.38204], [3.74752, 0.17048, -1.41265], [1.01183, -1.02721, -2.97013], [1.56630, 0.36966, -2.55688], [0.76448, -0.05754, -2.98850], [2.36481, 2.92881, 2.17402], [2.13191, 1.46664, 2.27268], [2.70289, 2.11651, 1.86148], [1.14534, 0.33428, 3.53513], [0.48890, -0.22598, 2.25670], [1.31033, 0.05202, 2.72017], [-3.81735, -0.93128, 2.41502], [-2.90405, -0.04676, 1.58659], [-2.87315, -0.79035, 2.20176], [-2.43130, 2.55021, -2.23418], [-2.61213, 3.51653, -1.03711], [-3.06770, 2.88148, -1.60238], [-2.01100, 0.67731, 3.56383], [-1.53462, -0.27520, 4.48039], [-1.33284, 0.54977, 4.22000]], "mulliken_charge": [0.829, 1.183, 0.461, -0.345, -0.566, 0.059, -0.781, -1.261, -0.282, -0.505, 0.113, 0.005, 0.355, -0.106, 0.336, -0.021, 0.253, 0.354, 0.199, -0.057, 0.503, 0.246, 0.391, -0.023, -0.844, 0.410, 0.321, -0.722, 0.379, 0.301, -0.668, 0.322, 0.319, -0.690, 0.295, 0.212, -0.566, 0.248, 0.304, -0.634, 0.284, 0.422, -0.653, 0.351, 0.283, -0.695, 0.306, 0.381, -0.682, 0.241, 0.345, -0.823, 0.297, 0.237, -0.589, 0.371, 0.345, -0.717, 0.316, 0.289, -0.640]}

---

Which of them is the most stable? Correct choice: (P).

---

(P)
{"formula": "C3H5NO2S2", "method": "ωB97M-V with the def2-TZVPD basis set", "homo_lumo_gap_ha": 0.343, "smiles": "CO/C(=N\\S)SC=O", "lumo_energy_ev": 0.66, "elements": ["C", "C", "C", "H", "H", "H", "H", "H", "N", "O", "O", "S", "S"], "coordinates": [[-0.65751, 2.20684, 0.13103], [-0.24241, -0.15161, -0.19069], [2.23179, -1.33376, 0.13974], [-1.53305, 2.86332, 0.23083], [0.04029, 2.31516, 0.89966], [-0.12412, 2.54466, -0.79832], [1.50420, -2.11534, 0.42356], [-2.07636, -2.98053, -0.23578], [-0.61339, -1.35865, -0.28584], [-1.11935, 0.86672, 0.00516], [3.40224, -1.46031, 0.10148], [1.48651, 0.25897, -0.37248], [-2.29884, -1.65548, -0.04835]], "mulliken_charge": [-0.818, 0.796, 0.044, 0.223, 0.412, 0.331, 0.379, 0.154, -0.490, -0.364, -0.388, -0.131, -0.149]}

---

(Q)
{"formula": "C3H5NO2S2", "method": "ωB97M-V with the def2-TZVPD basis set", "homo_lumo_gap_ha": 0.299, "smiles": "CS/C(=N\\O)C(O)=S", "lumo_energy_ev": -0.88, "elements": ["C", "C", "C", "H", "H", "H", "H", "H", "N", "O", "O", "S", "S"], "coordinates": [[-0.61781, -1.42674, 1.43892], [0.06824, 0.47081, -0.54081], [1.21972, -0.07830, -1.24211], [-0.10309, -2.52309, 1.21627], [-1.69017, -1.61875, 1.88706], [0.04175, -0.78219, 2.11677], [-1.68547, 1.53809, 0.40567], [1.57028, 1.69386, -1.53007], [-0.09061, 1.78216, -0.45886], [-1.16112, 2.31050, -0.02195], [1.92677, 0.86629, -1.93239], [-1.18803, -0.60613, -0.06947], [1.70954, -1.62652, -1.26904]], "mulliken_charge": [-0.653, 0.658, 0.086, 0.262, 0.271, 0.286, 0.341, 0.424, -0.450, -0.264, -0.514, -0.154, -0.292]}

---

(R)
{"formula": "C3H5NO2S2", "method": "ωB97M-V with the def2-TZVPD basis set", "homo_lumo_gap_ha": 0.331, "smiles": "O/N=C/SCC(O)=S", "lumo_energy_ev": 0.33, "elements": ["C", "C", "C", "H", "H", "H", "H", "H", "N", "O", "O", "S", "S"], "coordinates": [[-0.41658, -1.84638, -0.75234], [-0.04718, 0.04083, 1.23642], [0.36788, 1.30423, 0.47747], [-2.85680, -1.05020, -2.25882], [-0.20875, -2.78846, -1.26565], [0.32008, 0.13373, 2.26184], [-1.08644, -0.10704, 1.30553], [-0.71461, 0.64829, -0.93729], [-1.39473, -1.06270, -1.05827], [-2.15129, -1.63812, -2.06426], [-0.12423, 1.40332, -0.73368], [0.67274, -1.49076, 0.53804], [1.39532, 2.45881, 1.01924]], "mulliken_charge": [0.013, -0.747, 0.335, 0.332, 0.388, 0.364, 0.416, 0.457, -0.338, -0.439, -0.458, -0.018, -0.304]}

---

Which of them is the most stable? Correct choice: (P).

---

(P)
{"formula": "C4H8N2O2S", "method": "ωB97M-V with the def2-TZVPD basis set", "homo_lumo_gap_ha": 0.340, "smiles": "CN1C=N[C@H](OSO)C1", "lumo_energy_ev": 0.75, "elements": ["C", "C", "C", "C", "N", "N", "O", "O", "S", "H", "H", "H", "H", "H", "H", "H", "H"], "coordinates": [[-0.83154, 0.57257, -0.45016], [0.26971, -0.59188, -0.47107], [1.06629, 1.32655, 0.39291], [2.58915, -0.62532, 0.49858], [-0.14575, 1.74006, 0.03516], [1.42648, 0.05434, 0.02944], [-1.90067, 0.28654, 0.49923], [-4.17010, 0.08347, -0.78508], [-3.07366, -0.74781, 0.06612], [-1.25169, 0.64703, -1.48368], [-0.00670, -1.46296, 0.14605], [0.26099, -1.08397, -1.51789], [1.66014, 2.06828, 0.87820], [2.45315, -0.84670, 1.58896], [2.75019, -1.62109, 0.12353], [3.63174, -0.13247, 0.45615], [-4.72774, 0.33336, -0.00644]], "mulliken_charge": [0.358, -0.590, -0.212, -0.898, -0.672, 0.088, -0.355, -0.416, 0.041, 0.322, 0.329, 0.248, 0.411, 0.352, 0.364, 0.268, 0.362]}

---

(Q)
{"formula": "C4H8N2O2S", "method": "ωB97M-V with the def2-TZVPD basis set", "homo_lumo_gap_ha": 0.338, "smiles": "CN1C=N[C@H](OSO)C1", "lumo_energy_ev": 0.67, "elements": ["C", "C", "C", "C", "N", "N", "O", "O", "S", "H", "H", "H", "H", "H", "H", "H", "H"], "coordinates": [[0.41610, -0.35260, 1.98045], [0.90445, -0.13701, 0.41450], [-1.12732, -1.16886, 0.69338], [-0.39122, -0.73658, -1.70158], [-0.68988, -1.12334, 1.91069], [-0.26917, -0.63060, -0.22627], [0.13143, 0.78834, 2.76555], [-0.47562, 2.57850, 0.97485], [-1.20382, 1.56435, 2.07966], [1.19432, -0.88726, 2.57665], [1.05086, 0.79270, -0.03853], [1.73820, -0.83240, 0.26919], [-2.05107, -1.76805, 0.42373], [0.28699, -1.48713, -2.16432], [-1.44155, -1.10224, -1.86677], [-0.21106, 0.23263, -2.39435], [-0.33112, 3.38170, 1.49248]], "mulliken_charge": [0.166, -0.800, 0.107, -0.820, -0.656, 0.121, -0.382, -0.450, 0.103, 0.362, 0.445, 0.314, 0.329, 0.311, 0.282, 0.222, 0.346]}

---

Which of them is the most stable? Correct choice: (P).